{"formula": "C3H9O2", "method": "ωB97M-V/def2-TZVPD", "species": ["C", "C", "C", "O", "O", "H", "H", "H", "H", "H", "H", "H", "H", "H"], "coordinates": [[-2.449, -0.376, 0.022], [1.227, 1.107, -0.716], [1.046, -0.841, 0.733], [-0.649, -0.357, -0.897], [0.264, 0.272, 0.033], [-1.990, 0.072, 0.906], [-2.689, -1.374, 0.243], [-2.938, 0.184, -0.873], [1.549, 0.615, -1.656], [0.786, 2.122, -0.868], [2.187, 1.149, -0.215], [1.970, -0.963, 0.219], [1.116, -0.433, 1.680], [0.407, -1.693, 0.861]], "nbo_charge": [-0.1078, -0.2842, -0.2254, -0.3212, -0.1327, 0.2075, 0.2048, 0.2640, 0.2403, 0.2489, 0.2301, 0.2217, 0.2162, 0.2378], "charge": 1, "energy_ha": -269.67173, "e_homo_ev": -15.86, "multiplicity": 1}



{"formula": "C3H9O2P", "method": "ωB97M-V/def2-TZVPD", "species": ["C", "C", "C", "O", "O", "P", "H", "H", "H", "H", "H", "H", "H", "H", "H"], "coordinates": [[-1.694, -0.294, -1.049], [-0.867, 0.013, 1.717], [2.068, -0.341, -0.713], [-0.219, 1.949, -0.112], [2.952, 0.296, 0.096], [-0.338, 0.515, -0.030], [-1.349, -1.186, -1.439], [-2.562, -0.618, -0.359], [-2.127, 0.498, -1.772], [-0.948, -1.120, 1.849], [0.028, 0.214, 2.422], [-1.693, 0.556, 1.849], [1.975, -1.292, -0.378], [1.971, -0.374, -1.837], [2.803, 1.183, -0.243]], "nbo_charge": [-1.0017, -0.9655, -0.1285, -1.1148, -0.6594, 1.6267, 0.2309, 0.2357, 0.2578, 0.2314, 0.2453, 0.2218, 0.1507, 0.1842, 0.4854], "charge": 0, "energy_ha": -611.43631, "e_homo_ev": -7.97, "multiplicity": 1}



{"formula": "C3H9O2SSi", "method": "ωB97M-V/def2-TZVPD", "species": ["C", "C", "C", "O", "O", "Si", "S", "H", "H", "H", "H", "H", "H", "H", "H", "H"], "coordinates": [[-1.083, 0.820, 0.702], [0.283, 0.552, 1.289], [0.784, -0.577, 0.386], [-0.535, 1.789, -3.256], [1.150, -0.142, -0.913], [0.614, 0.713, -3.064], [-2.138, 2.154, -3.672], [-1.602, 1.630, 1.358], [-1.062, 1.142, -0.342], [-1.516, -0.153, 0.782], [0.970, 1.403, 1.244], [0.040, 0.017, 2.263], [0.207, -1.560, 0.448], [1.684, -0.904, 0.872], [1.889, 1.252, -2.847], [0.806, -0.721, -3.589]], "nbo_charge": [-0.5995, -0.4225, -0.0368, -1.0749, -0.9497, 1.6741, -0.3626, 0.1744, 0.2301, 0.1916, 0.2054, 0.1745, 0.1173, 0.1291, -0.2348, -0.2158], "charge": -1, "energy_ha": -957.81165, "e_homo_ev": -3.31, "multiplicity": 1}



The records above yield relative energy (zero: lowest compared OMol25 entry of this formula, charge and spin) values of 427.0, 288.5, 213.6 kJ/mol, respectively.
The records above yield M values of 77.103, 108.077, 137.256 g/mol, respectively.